[1]
Formula: C4H3N3
Source: OMol25
Level of theory: ωB97M-V/def2-TZVPD

molar mass	93.09	g mol⁻¹
HOMO energy	-8.64	eV
electronic energy	-8663.11811	eV
energy above the lowest of the compared OMol25 structures with the same formula, charge and spin	317.7	kJ/mol

XYZ file:
```
10
Properties=species:S:1:pos:R:3:forces:R:3
N 3.2463 -0.7009 0.3339 -1.18 0.23 -0.16
C 2.1111 -0.5626 0.1624 0.62 -0.25 0.08
C 0.6748 -0.4336 -0.0674 0.31 0.13 0.14
N -0.0661 -1.4328 -0.5619 -0.01 0.71 -0.01
C -1.3572 -0.9708 -0.7369 0.52 0.51 0.27
C -1.3461 0.4263 -0.1219 -0.06 -0.14 -0.18
N 0.0488 0.7080 0.2170 -0.20 -0.62 -0.16
H -1.9117 0.1290 0.7762 0.01 0.30 0.22
H -1.8500 1.2745 -0.5956 0.07 -0.38 -0.05
H 0.4501 1.5628 0.5942 -0.07 -0.49 -0.15
```
Positions in Å, forces in eV/Å.

[2]
Formula: C3H3PS
Source: OMol25
Level of theory: ωB97M-V/def2-TZVPD

molar mass	102.10	g mol⁻¹
HOMO energy	-7.79	eV
electronic energy	-23279.42801	eV
energy above the lowest of the compared OMol25 structures with the same formula, charge and spin	195.0	kJ/mol

XYZ file:
```
8
Properties=species:S:1:pos:R:3:forces:R:3
C 2.0099 -0.4864 -0.2071 -4.47 -0.89 0.31
C 3.2478 0.0832 -0.1731 -0.36 -1.61 0.71
C 0.1119 -0.0355 0.0838 4.70 0.51 0.55
P 3.1181 -1.7726 -0.2049 -0.51 0.95 -0.38
S 4.1759 1.2576 0.2927 1.26 1.83 0.02
H -0.5091 -0.8890 0.3838 0.48 0.22 -0.72
H -0.0370 0.5664 -0.8142 -0.58 -0.52 0.21
H 0.3283 0.6338 0.9507 -0.52 -0.48 -0.70
```
Positions in Å, forces in eV/Å.

[3]
Formula: C4H7NO2
Source: OMol25
Level of theory: ωB97M-V/def2-TZVPD

molar mass	101.10	g mol⁻¹
HOMO energy	-10.07	eV
electronic energy	-9847.21596	eV
structure (SMILES)	C[C@H]1CNC(=O)O1
energy above the lowest of the compared OMol25 structures with the same formula, charge and spin	6.1	kJ/mol

XYZ file:
```
14
Properties=species:S:1:pos:R:3:forces:R:3
C -1.5013 -0.9154 0.1223 -0.04 0.00 0.04
C -0.3928 -0.2386 -0.6615 -0.21 0.09 -0.05
C 0.0055 1.1586 -0.1276 -0.12 0.03 -0.06
N 1.2329 0.8502 0.5683 0.17 -0.07 -0.01
C 1.6976 -0.4136 0.2718 0.28 -0.02 0.08
O 2.7202 -0.9219 0.6464 -0.31 0.20 -0.26
O 0.7902 -1.0366 -0.5252 0.16 -0.05 0.07
H -1.2029 -1.0115 1.1719 -0.07 0.04 -0.12
H -1.6744 -1.9182 -0.2785 -0.01 0.14 0.08
H -2.4349 -0.3463 0.0697 0.13 -0.05 -0.03
H -0.6368 -0.1980 -1.7272 0.04 -0.03 0.15
H -0.7543 1.5492 0.5597 0.09 -0.07 -0.14
H 0.1511 1.8883 -0.9337 0.00 -0.15 0.08
H 1.9372 1.5508 0.7332 -0.10 -0.06 0.17
```
Positions in Å, forces in eV/Å.

[4]
Formula: C6H5N
Source: OMol25
Level of theory: ωB97M-V/def2-TZVPD

molar mass	91.11	g mol⁻¹
HOMO energy	-9.92	eV
electronic energy	-7788.03662	eV
energy above the lowest of the compared OMol25 structures with the same formula, charge and spin	362.6	kJ/mol

XYZ file:
```
12
Properties=species:S:1:pos:R:3:forces:R:3
C -1.9215 -0.1924 -0.0511 -2.44 0.68 -0.16
C -0.7708 -0.5469 0.0912 -4.66 0.89 -0.27
C -4.4140 0.5779 -0.4347 3.91 -1.33 0.85
C 0.5364 -1.0295 0.1464 1.42 -1.19 -2.07
C 1.8027 1.0123 0.3684 -1.07 1.56 0.25
C 1.3600 0.0974 -0.4731 1.58 -1.52 0.00
N -3.2832 0.2025 -0.2028 0.12 0.25 -0.43
H 0.8236 -1.1311 1.1890 0.27 -0.76 -0.08
H 0.5200 -1.9704 -0.5461 0.56 1.25 1.75
H 1.4618 1.0551 1.4250 0.32 -0.35 -0.74
H 2.1488 1.9692 0.0075 0.82 -0.11 -0.07
H 1.7361 -0.0441 -1.5197 -0.81 0.63 0.96
```
Positions in Å, forces in eV/Å.

[5]
Formula: C17H31InN2S
Source: OMol25
Level of theory: ωB97M-V/def2-TZVPD

molar mass	410.33	g mol⁻¹
net charge	+2
HOMO energy (spin up / spin down)	-14.01 / -14.05	eV
electronic energy	-37104.03777	eV

XYZ file:
```
52
Properties=species:S:1:pos:R:3:forces:R:3
C -2.1380 -0.3153 -1.4011 -3.40 -0.38 -1.34
H -2.8390 -1.2002 -1.4172 0.34 0.88 0.00
H -2.7006 0.5078 -1.9157 0.32 -0.55 0.43
H -2.4097 -0.0003 -0.3101 1.21 -0.50 -1.32
C -1.0555 -0.7846 -2.4326 1.05 -0.53 -0.08
H -0.1888 -0.1016 -2.5868 -0.72 -0.29 0.26
H -0.6270 -1.7496 -2.1094 -0.09 0.46 0.03
C -1.7536 -1.0649 -3.8225 0.06 0.37 0.61
H -1.0448 -1.5314 -4.5240 -0.07 0.26 0.39
H -2.5781 -1.7871 -3.6939 0.22 0.44 -0.03
H -2.1327 -0.1339 -4.2944 0.12 -0.57 0.36
C 1.9281 1.7706 0.0258 -0.23 -0.15 -0.69
C 1.8275 1.7356 -1.3916 1.32 -0.29 1.68
C 0.5860 2.2863 -1.7657 -1.69 0.45 0.43
C -0.1203 2.6585 -0.5883 -0.45 -0.17 -1.28
C 0.7149 2.3173 0.5440 0.18 -0.12 0.44
C 0.4534 2.7211 1.9550 -0.04 0.49 0.54
C -1.4193 3.3826 -0.5210 -0.27 0.20 -0.14
C 0.0737 2.4542 -3.1432 -0.13 0.11 -0.65
C 2.9154 1.2601 -2.2782 0.06 -0.25 -0.63
C 3.0836 1.3963 0.8535 0.78 -0.26 0.30
In -0.6283 0.2825 0.6463 0.93 -0.19 0.28
H -1.9409 3.2027 0.4264 0.10 0.09 -0.16
H -1.2581 4.4725 -0.6026 -0.09 -0.34 -0.02
H -2.0932 3.0783 -1.3383 0.26 0.20 0.24
H -0.6167 2.7959 2.1874 0.27 0.14 -0.20
H 0.8677 2.0083 2.6694 0.19 0.12 -0.06
H 0.9036 3.7001 2.1658 0.03 -0.09 -0.06
H 3.7282 0.6651 0.3481 -0.11 0.26 0.09
H 3.6905 2.2954 1.0677 -0.11 -0.37 0.02
H 2.7908 0.9460 1.8135 0.03 0.25 -0.23
H 2.5693 1.1579 -3.3171 0.20 0.13 0.32
H 3.7575 1.9753 -2.2662 -0.26 -0.28 0.00
H 3.3102 0.2719 -1.9835 -0.12 0.42 0.11
H -0.9508 2.0684 -3.2872 0.28 0.23 0.27
H 0.0531 3.5246 -3.4064 -0.02 -0.29 -0.02
H 0.6978 1.9361 -3.8812 -0.09 0.23 0.19
S 1.0643 -1.6495 0.5056 0.36 -0.43 -0.18
C 0.4623 -2.6584 1.8030 0.45 -0.36 0.45
N -0.3212 -3.7121 1.5391 0.61 1.59 -0.21
C -1.1912 -4.2588 2.5542 0.34 -1.50 0.39
C -1.3669 -3.2747 3.6733 0.31 0.59 0.41
C 0.0128 -2.8161 4.1695 -0.16 -1.39 1.70
N 0.8137 -2.3686 3.0749 -0.28 0.76 -2.16
H -0.3217 -4.0608 0.5878 -0.31 0.31 0.12
H -0.7318 -5.1750 2.9347 0.01 -0.01 0.18
H -2.1041 -4.5998 2.0884 -0.41 0.28 -0.12
H -1.9240 -3.7182 4.4899 0.06 -0.20 0.14
H -1.9515 -2.4128 3.3698 -0.12 0.26 -0.29
H 0.5224 -3.6803 4.6202 -0.19 0.08 0.07
H -0.0347 -2.0684 4.9784 -0.10 -0.04 -0.59
H 1.6157 -1.7490 3.1866 -0.63 -0.04 0.04
```
Positions in Å, forces in eV/Å.

[6]
Formula: C44H51N5O4S5Ta
Source: OMol25
Level of theory: ωB97M-V/def2-TZVPD

molar mass	1055.21	g mol⁻¹
net charge	+1
HOMO energy	-8.99	eV
electronic energy	-117819.90034	eV
energy above the lowest of the compared OMol25 structures with the same formula, charge and spin	10.3	kJ/mol

XYZ file:
```
110
Properties=species:S:1:pos:R:3:forces:R:3
Ta -1.5942 0.7216 -0.1166 -1.21 -0.93 0.97
C -2.6552 2.8013 -2.3975 -0.08 0.03 -0.11
N -2.8626 1.3360 -2.2690 0.95 -0.03 0.89
C -4.2912 1.0023 -2.0449 -0.28 -0.08 -0.14
C -4.4630 -0.4450 -1.6353 0.09 0.06 -0.13
N -3.9336 -0.6884 -0.2743 0.67 -0.04 0.43
C -3.6746 -2.1397 -0.0644 -0.22 -0.04 -0.11
C -4.8850 -0.2259 0.7271 0.01 -0.11 0.01
C -5.9534 -1.0110 1.1485 -0.04 -0.02 -0.05
C -6.8196 -0.5515 2.1261 0.01 0.05 0.01
C -6.6212 0.6968 2.7021 0.02 -0.02 -0.01
C -5.5665 1.4862 2.2803 -0.06 0.01 -0.06
C -4.7102 1.0268 1.2803 -0.12 0.22 -0.01
S -3.4151 2.0848 0.7456 -0.07 0.44 0.25
C -2.3779 0.6374 -3.4584 -0.03 0.41 -0.27
C -2.7134 1.0902 -4.7309 -0.07 0.03 0.01
C -2.2368 0.4370 -5.8535 0.01 -0.06 0.01
C -1.4503 -0.7009 -5.7085 -0.01 0.02 0.02
C -1.1286 -1.1598 -4.4450 -0.03 0.01 -0.04
C -1.5811 -0.4768 -3.3153 -0.03 -0.22 -0.01
S -1.0869 -1.0404 -1.7367 0.34 -0.21 -0.02
H -3.2313 3.2203 -3.2226 -0.02 -0.02 0.01
H -1.5972 2.9950 -2.5774 -0.01 -0.02 -0.03
H -2.9706 3.2877 -1.4790 -0.04 0.01 -0.02
H -4.8605 1.1961 -2.9585 0.11 0.00 -0.07
H -4.6769 1.6583 -1.2699 -0.05 0.07 -0.08
H -3.9402 -1.1067 -2.3266 0.03 0.01 0.01
H -5.5260 -0.6976 -1.6787 0.00 -0.06 0.07
H -4.5374 -2.7418 -0.3549 -0.01 0.03 0.00
H -3.4520 -2.3128 0.9849 -0.10 -0.01 -0.04
H -2.8306 -2.4497 -0.6670 -0.02 -0.01 -0.05
H -6.1215 -1.9883 0.7186 0.02 0.00 0.04
H -7.6451 -1.1744 2.4417 0.02 -0.01 0.02
H -7.2848 1.0542 3.4779 0.01 -0.02 0.00
H -5.3987 2.4646 2.7129 -0.02 -0.01 -0.01
H -3.3514 1.9554 -4.8553 0.03 0.00 -0.02
H -2.4751 0.8175 -6.8372 -0.04 -0.04 0.00
H -1.0878 -1.2287 -6.5805 0.00 0.02 0.00
H -0.5185 -2.0444 -4.3152 0.01 0.02 0.00
S 0.5771 -0.7873 0.7201 -0.05 0.20 0.15
C 2.1293 -0.2426 0.3331 -0.09 0.42 -0.08
N 3.1719 -0.8628 0.8373 0.11 -0.23 -0.10
C 4.5264 -0.4135 0.4963 0.03 0.01 -0.05
C 4.5407 1.0874 0.5007 -0.06 -0.03 0.03
N 3.5468 1.5650 -0.4598 0.09 0.09 0.15
C 3.8870 2.8160 -1.1574 0.06 -0.09 -0.14
C 5.0885 2.6302 -2.0483 -0.01 0.00 -0.04
C 5.0009 1.7799 -3.1491 -0.02 0.00 0.01
C 6.0948 1.6021 -3.9792 0.03 -0.01 0.03
C 7.2850 2.2716 -3.7150 -0.02 0.00 -0.02
C 7.3740 3.1239 -2.6263 0.00 -0.02 0.02
C 6.2779 3.2968 -1.7889 0.01 0.03 -0.02
C 2.3824 0.9448 -0.5938 -0.12 -0.25 0.09
S 1.2179 1.3406 -1.7003 -0.11 0.15 -0.25
C 3.0911 -2.1177 1.6081 -0.11 -0.09 -0.04
C 3.5796 -3.2970 0.7956 0.12 0.08 -0.05
C 3.4071 -3.3506 -0.5831 -0.03 0.00 0.01
C 3.8924 -4.4317 -1.3048 0.01 0.00 0.01
C 4.5397 -5.4700 -0.6505 -0.03 -0.01 0.00
C 4.6837 -5.4342 0.7289 0.00 0.01 0.00
C 4.2119 -4.3473 1.4497 0.01 0.00 0.00
H 4.8125 -0.8039 -0.4828 0.00 -0.03 0.00
H 5.2154 -0.8152 1.2355 -0.04 -0.02 0.04
H 5.5177 1.4563 0.1958 -0.01 0.01 -0.05
H 4.3108 1.4778 1.4974 0.02 0.04 0.00
H 4.0830 3.5772 -0.3980 0.01 -0.03 0.04
H 3.0212 3.1134 -1.7415 -0.05 0.02 0.05
H 4.0676 1.2668 -3.3587 0.01 0.01 -0.01
H 6.0203 0.9486 -4.8383 0.01 -0.01 0.01
H 8.1402 2.1299 -4.3624 -0.01 0.02 -0.01
H 8.2941 3.6569 -2.4270 0.00 -0.02 0.01
H 6.3489 3.9653 -0.9376 0.00 0.00 -0.01
H 2.0648 -2.2673 1.9316 -0.01 0.05 0.04
H 3.7072 -1.9931 2.4988 0.01 0.04 0.00
H 2.8839 -2.5543 -1.1039 0.03 0.00 0.00
H 3.7668 -4.4611 -2.3792 -0.01 -0.01 0.01
H 4.9271 -6.3078 -1.2147 -0.02 0.00 0.01
H 5.1720 -6.2488 1.2467 -0.01 0.00 0.00
H 4.3279 -4.3222 2.5273 0.02 0.01 -0.02
N -1.8528 0.1355 2.2349 1.00 -0.46 -1.26
C -1.9340 -1.1446 2.9440 -0.35 0.00 -0.02
C -2.4501 -1.1489 4.2313 0.03 0.07 0.07
C -2.4591 -2.3283 4.9595 0.05 -0.05 -0.06
C -1.9637 -3.4990 4.3965 -0.02 0.11 -0.03
C -1.4884 -3.4946 3.0934 -0.02 0.04 0.06
C -1.4793 -2.3169 2.3651 -0.04 0.07 -0.01
S -1.9578 -5.0266 5.3435 0.04 -0.26 0.13
O -1.5802 -4.5878 6.6733 -0.01 0.03 -0.07
O -0.9686 -5.8375 4.6525 -0.05 0.08 0.02
O -3.3282 -5.4836 5.2116 0.02 0.04 -0.03
H -0.8894 0.4645 2.2970 -0.02 0.08 0.65
H -2.4369 0.8415 2.6695 -0.17 -0.08 -0.08
H -2.8147 -0.2272 4.6754 -0.01 -0.01 -0.01
H -2.8228 -2.3540 5.9786 -0.01 0.00 -0.01
H -1.1229 -4.4241 2.6753 0.01 0.01 0.01
H -1.1163 -2.3218 1.3479 -0.13 -0.14 -0.06
C 1.2534 3.0127 1.8221 -0.03 -0.29 -0.05
C -0.0792 3.3435 1.1733 -0.04 0.19 0.16
C -1.0129 3.9332 2.2198 -0.13 -0.17 -0.05
C 0.0868 4.3100 0.0138 -0.07 -0.20 -0.19
O -0.6619 2.1073 0.6424 0.37 0.83 -0.66
H 1.7176 3.9367 2.1657 0.00 -0.01 0.03
H 1.9222 2.5290 1.1154 0.02 0.10 0.02
H 1.1162 2.3535 2.6820 0.01 0.02 0.01
H -0.5446 4.8256 2.6352 -0.01 -0.02 0.02
H -1.1898 3.2261 3.0322 0.01 0.03 0.02
H -1.9724 4.2096 1.7897 0.01 0.04 0.01
H 0.4907 5.2529 0.3811 -0.02 0.00 0.00
H -0.8803 4.5032 -0.4546 0.01 0.07 0.04
H 0.7579 3.9022 -0.7424 0.03 0.04 0.02
```
Positions in Å, forces in eV/Å.

[7]
Formula: C3H6O3
Source: OMol25
Level of theory: ωB97M-V/def2-TZVPD

molar mass	90.08	g mol⁻¹
HOMO energy	-10.20	eV
electronic energy	-9347.06428	eV
energy above the lowest of the compared OMol25 structures with the same formula, charge and spin	410.3	kJ/mol

XYZ file:
```
12
Properties=species:S:1:pos:R:3:forces:R:3
C -1.1482 -0.7162 -1.1753 -0.07 -0.05 -0.07
O -1.3743 0.4817 -0.7479 -0.11 -0.02 -0.08
C -0.2678 -0.1890 0.5527 -0.06 -0.14 0.55
O -0.7797 -0.5566 1.5634 0.21 0.19 -0.58
C 0.8201 0.8520 0.3157 -0.17 0.12 -0.20
O 1.9844 0.4504 0.9831 0.03 0.00 0.26
H -0.0302 -1.0951 -0.3587 0.03 -0.06 0.02
H -1.7743 -1.5514 -0.8233 0.07 0.12 -0.02
H -0.7015 -0.8665 -2.1734 -0.02 0.04 0.16
H 1.0467 0.9353 -0.7458 -0.05 -0.03 0.13
H 0.4270 1.8100 0.6779 0.04 -0.15 -0.04
H 1.7979 0.4454 1.9317 0.10 -0.03 -0.13
```
Positions in Å, forces in eV/Å.

[8]
Formula: C4H6N2
Source: OMol25
Level of theory: ωB97M-V/def2-TZVPD

molar mass	82.11	g mol⁻¹
HOMO energy (spin up / spin down)	-7.32 / -7.32	eV
electronic energy	-7220.47651	eV
energy above the lowest of the compared OMol25 structures with the same formula, charge and spin	493.5	kJ/mol

XYZ file:
```
12
Properties=species:S:1:pos:R:3:forces:R:3
C -1.5734 -0.1742 -0.2331 -0.69 -0.13 0.42
C -0.1721 0.0402 0.1834 -1.27 -0.24 1.74
C 0.8241 -0.9770 0.2216 -0.15 1.47 -1.03
C 1.9026 -0.2874 -0.2248 0.76 3.00 1.29
N 1.5574 1.5351 0.1736 1.23 -4.80 -1.26
N 0.2924 1.2801 0.3799 -0.62 -0.92 -0.64
H -2.0697 0.7869 -0.4087 -0.04 -0.22 0.15
H -1.6247 -0.7377 -1.1795 0.09 0.20 0.34
H -2.1027 -0.7387 0.5316 -0.46 -0.11 -0.09
H 0.6028 -2.0179 0.5602 0.41 0.85 -1.28
H 2.7200 -0.6086 -0.8844 0.09 0.56 1.02
H -0.3568 1.8990 0.8802 0.65 0.34 -0.66
```
Positions in Å, forces in eV/Å.

Among the records above, which one has the lowest electronic energy? C44H51N5O4S5Ta